[1]
22
Properties=species:S:1:pos:R:3:forces:R:3:mulliken_charge:R:1 method="wB97M-V/def2-TZVPD" orbital_gap_ev=7.795 total_charge=+1 e_above_lowest_kj_mol=770.38 lumo_energy_ha=-0.1664 e_homo_ev=-12.323
C 1.3549 -2.9354 -0.8160 1.224 -0.768 0.189 -0.27
C 0.5016 -3.0843 0.1673 -1.801 1.653 0.449 -0.68
C 1.6996 -1.6265 -1.3558 -1.901 0.029 1.394 0.47
C 0.9289 -0.5238 -0.7790 1.262 6.541 0.385 0.44
C -0.4379 -1.9043 0.5137 2.120 -0.664 3.281 -0.62
C -0.4847 0.6148 0.7220 0.434 -0.345 -1.066 -0.75
C -0.5781 2.6500 -0.7778 0.491 -0.808 -2.638 -0.86
N 1.3714 1.4284 -0.5788 2.087 -5.371 -1.362 -0.81
N 2.7087 -1.4950 -2.0418 2.633 1.940 -2.835 -0.55
N -0.0276 -0.6154 0.0497 0.753 0.633 -0.134 0.02
N 0.2358 1.7620 0.1298 -1.913 0.381 -2.159 0.43
H 2.0624 -3.7029 -1.1006 -0.160 -0.200 -0.075 0.45
H 0.3347 -3.9744 0.7516 0.009 -0.207 -0.184 0.38
H -1.3694 -1.9986 0.1561 -3.597 -1.184 -1.389 0.45
H -0.5836 -1.7716 1.6174 0.322 -0.514 -0.650 0.39
H -1.5124 0.8116 0.6697 -1.728 -0.205 -0.679 0.39
H -0.3051 0.6170 1.7515 0.895 -0.627 1.668 0.44
H -0.0400 3.5552 -1.1650 -0.096 -1.162 0.842 0.33
H -0.9589 2.0770 -1.6706 1.099 0.152 0.821 0.27
H -1.4600 2.8877 -0.3318 -2.456 1.278 1.875 0.48
H 2.9376 -0.5132 -2.4036 -0.570 -1.556 1.016 0.29
H 0.4635 2.3199 0.9126 0.894 1.005 1.252 0.32

[2]
106
Properties=species:S:1:pos:R:3:forces:R:3:mulliken_spin:R:1 method="wB97M-V/def2-TZVPD" multiplicity=2 orbital_gap_ev="5.157 / 8.194" total_charge=+2 lumo_energy_ha="-0.1883 / -0.1919" e_homo_ev="-10.280 / -13.415"
Ba 0.5065 0.1052 -3.8857 -0.926 1.193 0.290 0.00
Ca -1.3941 3.6805 -1.2988 -0.910 -1.896 -0.931 0.01
O -0.4237 2.1903 0.0215 1.605 -0.897 0.043 -0.02
P 0.3153 0.8648 -0.0740 0.853 -0.958 -0.485 0.01
O 0.6717 0.1217 -1.3368 -0.217 1.527 1.679 0.00
F -0.7167 -0.0976 0.6419 0.750 0.070 0.542 0.00
F 1.6698 0.8168 0.8980 -2.933 0.269 -1.864 0.00
C -3.3193 1.4159 -4.4544 -1.031 0.209 -0.318 0.00
C -2.7207 1.4381 -3.0510 0.247 0.431 -0.559 0.00
C -2.8311 0.0901 -2.3928 -0.588 -0.991 1.079 0.00
O -1.4222 1.9383 -2.9822 0.639 0.266 0.350 0.00
H -4.3405 1.0352 -4.4391 -0.141 -0.321 0.355 0.00
H -2.8436 0.7997 -5.2173 0.582 0.023 0.143 0.00
H -3.4959 2.4162 -4.8496 0.649 0.137 -0.062 0.00
H -3.3458 2.1672 -2.5355 -0.922 0.107 0.633 0.00
H -3.8351 -0.2856 -2.1953 -0.520 0.293 -0.658 0.00
H -2.4598 0.0432 -1.3691 0.754 0.361 -0.026 0.00
H -2.3645 -0.7137 -2.9623 0.308 -0.031 -0.191 0.00
C -0.3380 -8.6975 -0.4740 -0.309 0.887 -0.364 0.00
C -0.6658 -7.3462 0.2154 0.709 -0.552 0.172 0.00
C -2.0751 -6.8831 -0.1174 0.201 0.878 1.145 0.00
N -2.5631 -5.5404 0.6063 -0.666 0.241 0.206 -0.01
C -1.5679 -4.3494 0.3190 -1.352 -0.341 0.812 0.01
C -2.0519 -2.9780 0.8667 -1.122 -2.362 -0.107 -0.01
C -3.4296 -2.7481 0.2431 -0.836 1.682 -0.478 0.01
C -4.5489 -3.8136 0.3368 0.995 -0.451 0.590 -0.02
C -4.0071 -5.2090 0.0700 0.691 -0.904 -0.733 -0.02
C -2.6707 -5.8531 2.1406 1.337 0.100 -1.546 0.01
H 0.7254 -8.9147 -0.3735 -0.046 0.182 -0.165 0.00
H -0.5986 -8.5330 -1.5196 0.195 -0.724 -0.207 0.00
H -0.8611 -9.5536 -0.0479 -0.288 0.200 -0.093 0.00
H 0.0050 -6.5924 -0.1969 0.324 -0.094 0.242 0.00
H -0.4008 -7.5703 1.2487 -0.463 0.757 0.341 0.00
H -2.7905 -7.6451 0.1919 -0.285 0.179 -0.428 0.00
H -2.0319 -6.6586 -1.1832 -0.721 -0.048 0.032 0.00
H -1.5744 -4.1934 -0.7597 0.298 -0.579 -0.138 0.00
H -0.5813 -4.6044 0.7059 -0.180 -0.253 -0.155 0.00
H -1.2218 -2.3720 0.5036 -0.616 0.766 0.469 0.00
H -2.2383 -2.9943 1.9405 0.909 0.126 0.220 0.00
H -3.2461 -2.3805 -0.7666 -0.236 -0.615 -0.487 0.00
H -3.9930 -1.9058 0.6448 0.674 0.553 0.473 0.00
H -5.3283 -3.5380 -0.3736 0.223 -0.350 -0.374 0.00
H -5.1072 -3.7773 1.2723 0.498 0.102 0.424 0.00
H -4.0168 -5.3254 -1.0137 0.678 -0.151 -0.096 0.00
H -4.5816 -6.0668 0.4196 -0.311 0.353 0.294 0.04
H -3.3030 -6.7181 2.3408 -0.106 0.144 -0.434 0.00
H -2.9826 -5.0063 2.7520 0.040 0.055 -0.449 0.00
H -1.6328 -6.1313 2.3240 -0.191 0.088 0.728 0.00
C -2.3389 0.3141 3.2013 0.591 1.246 0.836 -0.01
N -1.2395 1.3262 3.4632 -0.113 -2.422 -0.649 0.16
C -1.4896 2.6213 3.7409 1.573 0.944 0.032 0.07
C -0.4153 3.5214 3.8982 -2.137 -1.609 -0.265 0.04
C 0.9310 3.0579 3.7614 1.492 3.349 -0.273 0.17
C 1.1389 1.6910 3.4845 -1.253 -0.650 0.510 0.05
C 0.0380 0.8435 3.3796 1.689 1.157 0.423 0.09
C 2.0865 4.0913 3.8502 -0.916 -3.497 1.690 0.01
C 2.0082 5.4506 3.4923 0.353 0.178 -0.090 0.06
C 3.0651 6.3126 3.6968 -1.256 -1.906 0.769 0.03
N 4.1985 5.8271 4.3319 0.665 2.328 -1.696 0.12
C 4.4062 4.5498 4.6330 -3.277 -1.773 -0.028 0.01
C 3.2775 3.6610 4.5435 2.394 1.788 -0.877 0.12
C 5.2589 6.8142 4.5692 0.388 0.599 1.052 0.00
H -1.9173 -0.6888 3.1340 0.112 0.300 -0.114 0.00
H -2.8675 0.5739 2.2842 -0.002 -0.054 0.108 0.00
H -2.9846 0.3436 4.0790 -0.281 -0.039 -0.231 0.00
H -2.5534 2.7831 3.8335 0.078 0.798 0.192 0.01
H -0.7103 4.5094 4.2196 0.384 0.187 -0.104 0.02
H 2.1587 1.3510 3.3798 -0.158 -0.396 -0.026 0.00
H 0.1274 -0.2290 3.2894 0.138 0.115 -0.268 0.01
H 1.0917 5.7737 3.0210 0.102 0.391 -0.076 0.01
H 2.9138 7.3570 3.4668 0.756 0.080 0.114 0.01
H 5.3966 4.3043 4.9870 -0.196 -0.209 0.243 0.00
H 3.4809 2.6936 4.9784 -0.525 -0.261 -0.304 0.02
H 6.1833 6.3854 4.9561 -0.176 -0.498 -0.343 0.00
H 4.9235 7.4332 5.4013 -0.100 0.306 -0.163 0.00
H 5.5124 7.4518 3.7223 -0.355 -0.301 -0.150 0.00
C 2.8381 4.1140 -0.9479 1.225 0.641 -0.788 0.00
F 3.4063 2.9308 -0.7617 -0.452 0.334 0.079 0.00
F 2.0149 4.4039 0.0596 0.533 0.054 -0.394 0.00
F 3.8620 5.0338 -1.0622 -2.356 -1.299 0.182 0.00
S 1.8141 3.9540 -2.6210 -0.049 -1.849 -0.729 0.00
O 2.6337 4.4976 -3.6778 -1.046 0.038 1.655 0.00
O 1.5004 2.5273 -2.7793 0.211 1.446 0.951 0.00
N 0.2170 4.7279 -2.2933 4.928 -0.449 -0.602 0.00
S 0.3305 5.8990 -3.3566 -1.235 5.433 -4.649 0.00
O 1.2936 7.0177 -3.1410 -2.237 -3.069 0.489 0.00
O 0.1686 5.4418 -4.7490 0.369 0.269 2.579 0.00
C -1.4588 6.6559 -3.0021 1.468 0.300 -0.363 0.00
F -1.4528 6.8736 -1.6345 -1.093 -0.444 -1.262 0.00
F -1.7441 7.8277 -3.6358 0.326 -2.652 1.203 0.00
F -2.3571 5.6386 -3.3520 0.735 1.748 1.138 0.00
C 1.9733 -3.0361 -1.0484 0.092 -0.726 -2.229 0.00
F 2.0765 -4.3065 -0.6773 -0.285 -0.040 0.015 0.00
F 0.9242 -2.4908 -0.4682 -0.488 0.160 0.535 0.00
F 3.0592 -2.4119 -0.7443 0.749 0.791 0.485 0.00
S 1.6811 -3.0004 -3.0043 -0.466 -2.236 0.044 0.00
O 2.1446 -4.3078 -3.4911 -0.739 2.978 0.813 0.00
O 0.2248 -2.7904 -3.1271 1.237 1.116 0.012 0.00
N 2.4533 -1.5836 -3.5696 -4.808 -1.852 2.769 0.00
S 3.8532 -1.9661 -3.9751 7.002 -2.717 -4.338 0.00
O 4.5146 -2.9889 -3.1684 -1.157 1.318 -0.398 0.00
O 3.8824 -2.1697 -5.4529 0.110 1.054 3.149 0.00
C 4.9066 -0.4346 -3.5502 0.989 -2.213 0.226 0.00
F 4.9020 0.3782 -4.5379 -0.847 2.096 -1.529 0.00
F 4.4876 0.1345 -2.4224 0.023 0.140 0.029 0.00
F 6.1968 -0.8209 -3.4404 -0.954 -0.179 0.702 0.00

[3]
16
Properties=species:S:1:pos:R:3:forces:R:3:mulliken_charge:R:1 method="wB97M-V/def2-TZVPD" orbital_gap_ev=10.299 e_above_lowest_kj_mol=115.06 smiles="CC(C)C=O.O" lumo_energy_ha=0.0302 e_homo_ev=-9.477
C 0.9286 -0.1203 -0.4276 0.018 -0.103 1.070 -1.18
C 0.1943 -0.4509 0.9045 -0.990 -0.095 -0.360 0.88
C 0.9456 -1.3835 1.8119 2.110 -1.413 0.138 -1.64
C -1.1486 -1.0739 0.5264 -0.293 -0.322 0.124 -0.26
O -2.0024 -0.5589 -0.1441 0.183 0.405 -0.086 -0.47
H 2.0038 -0.3109 -0.3315 -0.175 0.285 0.037 0.34
H 0.7122 0.9340 -0.5879 0.283 -0.204 -0.774 0.29
H 0.5515 -0.7774 -1.2041 -0.028 0.231 -0.358 0.34
H -0.0904 0.5109 1.3470 0.255 -0.221 0.365 0.23
H 1.8490 -0.9906 2.2992 -0.373 0.613 -0.176 0.36
H 1.4139 -2.2004 1.2228 -0.396 0.326 -0.204 0.38
H 0.4767 -1.9667 2.6016 -0.925 0.511 0.053 0.40
H -1.3578 -2.1026 0.8932 0.327 -0.041 0.165 0.33
O 0.5206 2.9021 -2.0729 0.019 -0.290 0.471 -0.61
H 0.4604 3.8333 -2.2497 -0.070 0.691 0.001 0.30
H 0.6394 2.5146 -2.9339 0.054 -0.371 -0.467 0.30

[4]
16
Properties=species:S:1:pos:R:3:forces:R:3:mulliken_charge:R:1 method="wB97M-V/def2-TZVPD" orbital_gap_ev=8.415 e_above_lowest_kj_mol=559.13 smiles="N/N=C/c1ccc([N+](=O)[O-])o1" lumo_energy_ha=-0.0175 e_homo_ev=-8.891
N 0.9755 0.7396 3.4775 -4.604 0.517 -2.528 -0.51
N 0.7656 -0.0042 2.1913 -1.975 3.687 2.454 -0.09
C -0.2924 0.3970 1.5076 1.940 -0.678 1.531 -0.50
C 0.0015 0.0320 0.1174 -3.145 1.360 3.803 0.51
C 1.1254 -0.2502 -0.4920 2.490 -0.773 -0.524 -0.23
C 0.6561 -0.5085 -1.8060 4.226 -0.156 -3.179 -0.23
C -0.6633 -0.3937 -1.8274 -1.314 0.516 -1.056 -0.02
N -1.6212 -0.4514 -2.9348 4.086 -0.364 -1.043 0.96
O -2.7859 -0.4623 -2.7505 -1.696 0.161 0.320 -0.55
O -1.0084 -0.5427 -4.0181 -1.434 0.116 0.844 -0.56
O -1.0840 0.0052 -0.6413 -1.869 -0.388 -0.114 -0.30
H 0.0380 1.0134 4.0113 2.783 -1.099 -1.395 0.26
H 1.6479 0.2726 3.9855 1.228 -1.353 1.543 0.23
H -1.2548 0.9979 1.8658 2.358 -1.169 -0.782 0.27
H 2.1379 -0.3212 0.0162 -1.606 0.227 -1.185 0.41
H 1.3621 -0.5235 -2.7024 -1.467 -0.603 1.312 0.35